No. 1
ORCA calculation (ωB97M-V with the def2-TZVPD basis set) on a cluster of 7 separate species, C9H32N6O7 in total.

Calculated values
**Relative energy (zero: lowest compared OMol25 entry of this formula, charge and spin)**: 4.924 eV
**SMILES**: NC(N)=O.NC(N)=O.NC(N)=O.CCO.CCO.CO.CO
**Total charge**: 0
**Total energy**: -1217.24544 Ha

XYZ file:
```
54
C9H32N6O7 ωB97M-V with the def2-TZVPD basis set
C 0.223 -0.770 -2.005
C 1.002 -1.131 -0.676
O 2.015 -0.101 -0.517
H -0.311 0.173 -1.878
H -0.490 -1.504 -2.185
H 0.874 -0.754 -2.867
H 1.436 -2.114 -0.679
H 0.416 -1.148 0.224
H 2.101 -0.043 0.493
C 4.532 -0.554 1.848
C 3.601 0.342 2.756
O 2.341 0.131 2.329
H 5.515 -0.347 2.221
H 4.508 -0.342 0.817
H 4.252 -1.574 2.035
H 3.737 1.394 2.839
H 3.805 -0.081 3.722
H 1.779 0.403 3.086
C -1.391 0.511 0.742
O -0.337 1.403 0.845
N -2.350 0.668 -0.193
N -1.710 -0.374 1.670
H -2.128 1.299 -0.939
H -3.075 -0.028 -0.423
H -0.957 -0.722 2.265
H -2.289 -1.192 1.416
C -3.318 -2.337 -0.272
O -2.404 -2.967 -1.141
N -4.105 -1.320 -0.542
N -3.247 -2.519 1.027
H -4.458 -1.270 -1.493
H -4.885 -1.044 0.062
H -2.682 -3.302 1.370
H -4.007 -2.259 1.643
C 1.229 3.231 -2.123
O 1.243 4.342 -2.906
N 0.702 3.157 -0.955
N 1.979 2.225 -2.452
H 0.237 3.998 -0.621
H 0.705 2.348 -0.349
H 2.428 2.277 -3.365
H 2.021 1.331 -1.906
C -0.097 -2.891 2.424
O 0.063 -1.731 3.173
H 0.924 -3.300 2.324
H -0.533 -2.700 1.464
H -0.726 -3.563 2.911
H 0.750 -1.819 3.844
C -1.587 2.736 -3.492
O -1.707 2.736 -2.113
H -1.006 3.526 -3.871
H -2.597 2.936 -3.862
H -1.175 1.808 -3.992
H -0.846 2.842 -1.734
```

Results of the Mulliken charge analysis, in e, for atoms 1 through 4: atom 1 (C): -1.215, atom 2 (C): 1.244, atom 3 (O): -0.646, atom 4 (H): 0.032

No. 2
ORCA calculation (ωB97M-V with the def2-TZVPD basis set) on a structure of composition C54H47N10NaO5S2.

Calculated values
**Relative energy (zero: lowest compared OMol25 entry of this formula, charge and spin)**: 1.100 eV
**Total charge**: -2
**Total energy**: -3968.63897 Ha

XYZ file:
```
119
C54H47N10NaO5S2 ωB97M-V with the def2-TZVPD basis set
Na 8.945 14.985 18.627
O 10.173 19.121 18.076
C 10.012 17.903 18.234
N 9.071 17.097 17.764
C 8.221 17.525 16.752
C 8.113 18.854 16.260
C 7.279 19.118 15.158
C 6.395 18.111 14.697
C 6.511 16.838 15.193
C 7.379 16.511 16.214
N 7.347 15.235 16.769
C 7.168 14.223 16.042
O 7.029 14.090 14.804
C 6.957 12.972 16.867
C 6.557 11.765 16.293
C 6.226 10.707 17.120
C 6.336 10.882 18.473
C 6.686 12.110 19.004
N 7.013 13.117 18.194
C 11.208 17.258 18.932
C 12.377 18.034 19.125
C 13.423 17.534 19.839
C 13.340 16.259 20.319
C 12.179 15.507 20.032
N 11.124 16.013 19.337
H 8.734 19.673 16.598
H 7.206 20.089 14.675
H 5.718 18.241 13.891
H 5.912 16.026 14.813
H 6.515 11.687 15.202
H 6.090 9.743 16.646
H 6.140 10.055 19.176
H 6.756 12.308 20.062
H 12.442 19.001 18.676
H 14.302 18.135 20.071
H 14.145 15.779 20.826
H 12.140 14.478 20.422
N 11.273 11.917 21.628
C 11.091 12.704 22.747
C 11.894 12.842 23.894
C 11.496 13.871 24.745
C 10.362 14.631 24.533
C 9.656 14.469 23.342
C 10.026 13.522 22.398
N 9.594 13.247 21.097
C 10.450 12.386 20.701
C 10.503 11.944 19.314
C 11.202 10.840 18.914
S 10.874 10.455 17.301
C 9.834 11.843 17.214
N 9.714 12.507 18.337
H 12.245 11.680 21.412
H 12.868 12.368 23.969
H 12.022 14.081 25.691
H 10.057 15.342 25.304
H 8.804 15.152 23.123
H 11.872 10.154 19.471
H 9.463 12.127 16.281
C 7.222 13.181 11.606
C 6.858 14.638 11.775
C 8.068 15.547 11.827
N 8.864 15.186 13.037
C 9.955 15.933 13.319
S 10.560 16.068 14.867
N 10.546 16.562 12.151
C 10.986 15.946 10.983
O 11.468 16.637 10.084
C 10.985 14.493 10.934
C 10.416 13.814 9.844
C 10.350 12.421 9.888
C 10.878 11.706 11.006
C 11.433 12.428 12.062
C 11.514 13.801 12.024
H 6.301 12.699 11.376
H 7.802 12.881 12.501
H 7.886 13.073 10.722
H 6.350 14.810 12.740
H 6.277 14.969 10.926
H 7.716 16.561 11.967
H 8.599 15.595 10.888
H 8.227 14.832 13.842
H 10.979 17.432 12.282
H 9.763 14.367 9.142
H 9.727 11.909 9.138
H 10.779 10.617 10.984
H 11.883 11.810 12.844
H 11.994 14.397 12.772
C 20.505 7.138 21.425
C 20.112 8.621 21.256
C 20.878 9.714 21.677
C 20.424 11.007 21.414
C 19.222 11.288 20.820
C 18.429 10.212 20.401
N 17.217 10.449 19.830
C 16.874 11.628 19.299
C 17.633 12.199 18.303
C 17.202 13.376 17.666
C 15.989 13.952 17.983
C 15.213 13.403 19.001
C 15.603 12.238 19.650
C 14.694 11.642 20.706
O 14.948 10.484 21.106
O 13.704 12.312 21.009
C 18.954 8.895 20.512
C 18.244 7.819 19.671
H 21.176 7.033 22.284
H 20.917 6.704 20.497
H 19.613 6.517 21.614
H 21.831 9.549 22.231
H 21.074 11.776 21.827
H 18.861 12.329 20.797
H 16.447 10.139 20.451
H 18.479 11.711 17.876
H 17.704 13.695 16.702
H 15.669 14.842 17.492
H 14.178 13.672 19.101
H 17.737 7.047 20.234
H 18.951 7.373 19.019
H 17.485 8.365 19.059
```

Results of the Mulliken charge analysis, in e, for atoms 1 through 4: atom 1 (Na): 0.978, atom 2 (O): -0.826, atom 3 (C): 0.117, atom 4 (N): -0.077

No. 3
ORCA calculation (ωB97M-V with the def2-TZVPD basis set) on a cluster of 10 separate species, C51H114F6N8O9S2 in total.

Calculated values
**Total charge**: +6
**Total energy**: -4520.03122 Ha

XYZ file:
```
190
C51H114F6N8O9S2 ωB97M-V with the def2-TZVPD basis set
C 17.327 8.882 -13.538
C 18.364 9.054 -12.394
O 19.480 9.440 -12.520
N 17.825 8.409 -11.213
H 17.040 7.848 -11.513
H 18.602 7.843 -10.902
C 17.151 9.390 -10.200
H 16.602 9.671 -13.341
H 16.830 7.941 -13.775
H 17.896 9.042 -14.454
H 17.951 10.050 -9.863
H 16.941 8.617 -9.460
H 16.210 9.729 -10.634
C 19.308 0.611 -9.758
C 20.847 0.291 -9.593
O 21.350 -0.701 -9.962
N 21.607 1.298 -8.747
H 20.970 1.800 -8.144
H 22.089 0.930 -7.939
C 22.612 2.205 -9.503
H 19.013 0.197 -8.794
H 18.775 0.196 -10.614
H 19.127 1.686 -9.783
H 23.249 2.583 -8.703
H 21.991 2.990 -9.934
H 23.107 1.499 -10.170
C 5.296 9.086 -13.042
C 6.227 7.923 -12.972
O 7.316 7.874 -13.520
N 5.725 6.686 -12.093
H 5.441 7.036 -11.189
H 4.923 6.241 -12.517
C 6.790 5.637 -11.660
H 4.663 9.156 -12.158
H 4.684 8.910 -13.927
H 5.865 9.986 -13.275
H 6.379 4.752 -11.174
H 7.527 6.198 -11.085
H 7.331 5.142 -12.467
C 16.099 0.254 -3.172
C 15.676 -0.532 -1.956
C 15.004 -1.908 -2.167
N 13.801 -2.212 -1.284
C 14.271 -2.288 0.151
C 12.625 -1.237 -1.497
C 11.388 -2.133 -1.112
C 11.840 -3.601 -1.071
C 13.162 -3.631 -1.722
H 15.307 0.211 -3.919
H 16.897 -0.276 -3.693
H 16.433 1.252 -2.885
H 15.015 0.108 -1.372
H 16.454 -0.785 -1.236
H 15.699 -2.719 -1.948
H 14.722 -2.111 -3.201
H 15.062 -3.039 0.149
H 13.339 -2.488 0.679
H 14.664 -1.344 0.529
H 12.831 -0.241 -1.106
H 12.537 -1.203 -2.583
H 10.809 -1.794 -0.253
H 10.608 -2.125 -1.874
H 11.901 -3.871 -0.017
H 11.180 -4.280 -1.612
H 13.779 -4.520 -1.594
H 13.031 -3.579 -2.803
C 7.819 4.683 -3.748
C 7.578 5.614 -2.550
C 6.482 4.994 -1.588
N 6.246 5.693 -0.266
C 6.115 7.208 -0.498
C 7.395 5.315 0.755
C 6.678 5.164 2.103
C 5.158 5.399 1.993
C 4.993 5.179 0.475
H 6.935 4.581 -4.376
H 8.074 3.732 -3.281
H 8.614 5.071 -4.385
H 7.301 6.544 -3.047
H 8.393 5.675 -1.829
H 6.648 3.944 -1.349
H 5.421 5.085 -1.821
H 6.072 7.818 0.404
H 5.239 7.375 -1.125
H 7.051 7.558 -0.932
H 8.109 6.136 0.695
H 8.000 4.463 0.445
H 7.164 5.686 2.927
H 6.918 4.155 2.436
H 4.886 6.408 2.305
H 4.612 4.676 2.600
H 4.143 5.691 0.025
H 4.912 4.150 0.123
C 14.493 6.350 -0.758
C 13.944 7.222 -1.891
C 14.608 8.656 -1.796
N 13.980 9.748 -2.658
C 14.851 11.062 -2.537
C 12.566 10.102 -2.241
C 11.722 9.887 -3.490
C 12.667 10.272 -4.649
C 13.916 9.512 -4.203
H 14.333 6.812 0.216
H 15.566 6.190 -0.862
H 14.058 5.350 -0.743
H 12.866 7.369 -1.960
H 14.258 6.643 -2.760
H 15.678 8.821 -1.929
H 14.427 8.913 -0.752
H 14.819 11.351 -1.486
H 14.437 11.799 -3.225
H 15.905 10.829 -2.690
H 12.504 11.138 -1.909
H 12.496 9.491 -1.341
H 10.835 10.499 -3.322
H 11.279 8.913 -3.701
H 12.693 11.340 -4.866
H 12.159 9.897 -5.538
H 14.890 9.776 -4.615
H 13.829 8.428 -4.276
C 12.955 3.714 -17.261
C 13.018 4.625 -18.504
C 14.307 5.433 -18.590
N 14.715 5.665 -20.094
C 15.531 4.488 -20.794
C 13.567 6.230 -20.965
C 14.197 7.222 -21.986
C 15.578 7.499 -21.512
C 15.687 6.936 -20.056
H 13.747 2.998 -17.042
H 12.104 3.103 -17.561
H 12.818 4.358 -16.392
H 12.108 5.214 -18.618
H 12.946 3.982 -19.381
H 15.195 5.029 -18.103
H 14.226 6.405 -18.105
H 16.339 4.232 -20.108
H 15.934 4.681 -21.788
H 14.837 3.650 -20.861
H 12.924 5.425 -21.323
H 12.901 6.854 -20.369
H 14.136 6.803 -22.990
H 13.453 8.018 -21.967
H 16.233 7.026 -22.243
H 15.849 8.527 -21.272
H 16.650 6.494 -19.798
H 15.218 7.570 -19.304
C 16.163 -3.228 -14.207
C 14.936 -2.340 -14.006
C 14.130 -2.821 -12.805
N 12.574 -2.821 -12.970
C 12.273 -3.949 -14.008
C 12.087 -1.449 -13.358
C 11.056 -1.072 -12.348
C 11.519 -1.722 -11.087
C 11.905 -3.063 -11.620
H 16.091 -4.314 -14.265
H 16.890 -3.062 -13.413
H 16.560 -2.769 -15.113
H 14.419 -2.429 -14.961
H 15.277 -1.307 -13.933
H 14.214 -2.200 -11.913
H 14.399 -3.862 -12.629
H 11.258 -3.799 -14.375
H 12.368 -4.906 -13.495
H 12.993 -3.915 -14.826
H 11.832 -1.506 -14.417
H 12.958 -0.815 -13.191
H 10.074 -1.420 -12.670
H 10.941 -0.007 -12.142
H 10.612 -1.688 -10.483
H 12.329 -1.121 -10.675
H 11.021 -3.699 -11.671
H 12.704 -3.526 -11.042
C 18.929 7.031 -5.124
F 19.156 6.667 -3.893
F 17.727 6.657 -5.576
F 19.101 8.337 -5.290
S 20.349 6.276 -6.281
O 20.192 7.029 -7.538
O 21.628 6.405 -5.587
O 19.897 4.892 -6.550
C 13.472 3.864 -8.618
F 12.900 4.931 -7.971
F 14.557 3.737 -7.980
F 12.714 2.696 -8.412
S 13.713 4.068 -10.566
O 14.449 5.378 -10.684
O 14.500 2.908 -10.929
O 12.332 4.107 -10.987
```

Results of the Mulliken charge analysis, in e, for atoms 1 through 4: atom 1 (C): -1.169, atom 2 (C): 0.542, atom 3 (O): -0.381, atom 4 (N): -0.041

No. 4
ORCA calculation (ωB97M-V with the def2-TZVPD basis set) on a structure of composition C4H6BiO3.

Calculated values
**Relative energy (zero: lowest compared OMol25 entry of this formula, charge and spin)**: 0.000 eV
**2S+1**: 2
**Total charge**: +2
**Total energy**: -595.52521 Ha

XYZ file:
```
14
C4H6BiO3 ωB97M-V with the def2-TZVPD basis set
H -1.587 -1.991 1.312
O -0.816 0.118 0.541
C 0.399 0.321 0.040
O 1.246 -0.556 -0.082
Bi 1.290 -2.628 0.094
O 0.538 1.554 -0.305
C 1.845 2.147 -0.218
H 2.353 1.788 0.684
H 2.423 1.894 -1.113
H 1.669 3.224 -0.161
C -1.306 -1.162 0.494
C -2.446 -1.464 -0.153
H -2.878 -0.738 -0.845
H -2.730 -2.508 -0.289
```

Results of the Mulliken charge analysis, in e, for atoms 1 through 4: atom 1 (H): 0.482, atom 2 (O): -0.206, atom 3 (C): 0.969, atom 4 (O): -0.457

No. 5
ORCA calculation (ωB97M-V with the def2-TZVPD basis set) on a structure of composition C11H13ClSm.

Calculated values
**Relative energy (zero: lowest compared OMol25 entry of this formula, charge and spin)**: 0.532 eV
**2S+1**: 6
**Total charge**: -1
**Total energy**: -1545.13131 Ha

XYZ file:
```
26
C11H13ClSm ωB97M-V with the def2-TZVPD basis set
C 1.295 -1.971 2.289
C 1.261 -2.611 1.034
C -0.028 -2.353 0.493
H 1.983 -3.295 0.620
C -0.840 -1.608 1.460
C 0.015 -1.324 2.587
H -0.343 -0.700 3.509
H 2.050 -2.055 3.041
H -0.356 -2.852 -0.407
H -1.912 -1.249 1.429
Sm 0.518 0.411 0.826
Cl 1.178 1.613 2.891
C 0.426 2.368 -1.815
C -0.800 1.739 -2.180
C -0.491 0.535 -2.867
H -1.798 2.115 -1.956
C 0.923 0.419 -2.935
C 1.491 1.547 -2.288
H 2.555 1.762 -2.178
H 0.527 3.314 -1.284
H -1.217 -0.176 -3.268
H 1.476 -0.398 -3.404
C -1.707 1.127 1.052
H -1.883 2.163 0.733
H -1.900 0.953 2.121
H -2.421 0.525 0.499
```

Results of the Mulliken charge analysis, in e, for atoms 1 through 4: atom 1 (C): -0.578, atom 2 (C): -0.466, atom 3 (C): -0.642, atom 4 (H): 0.471

No. 6
ORCA calculation (ωB97M-V with the def2-TZVPD basis set) on a structure of composition C34H45BGeI2LaN5O8.

Calculated values
**Relative energy (zero: lowest compared OMol25 entry of this formula, charge and spin)**: 0.294 eV
**2S+1**: 2
**Total charge**: -1
**Total energy**: -4927.22684 Ha

XYZ file:
```
97
C34H45BGeI2LaN5O8 ωB97M-V with the def2-TZVPD basis set
La -4.363 -13.891 13.684
C -1.864 -13.879 16.777
C -2.157 -15.299 16.326
C -0.815 -16.121 16.405
C -3.274 -15.891 17.193
O -2.622 -15.325 14.991
Ge -3.049 -17.153 14.255
O -2.232 -16.523 12.690
C -1.389 -17.304 11.817
C -1.397 -18.794 12.307
C -2.038 -17.106 10.419
C 0.045 -16.842 11.731
O -4.750 -16.217 13.666
C -6.031 -17.008 13.811
C -6.244 -17.251 15.291
C -7.267 -16.322 13.206
C -5.842 -18.144 12.837
H -1.099 -13.831 17.602
H -1.449 -13.325 15.992
H -2.798 -13.381 17.157
H -0.591 -16.170 17.443
H -1.033 -17.129 16.001
H -0.074 -15.719 15.773
H -3.042 -15.554 18.253
H -4.231 -15.397 17.012
H -3.306 -16.961 16.989
H -2.494 -19.079 12.515
H -1.000 -19.452 11.521
H -0.764 -18.945 13.141
H -3.108 -17.245 10.525
H -1.737 -16.149 10.075
H -1.710 -17.827 9.642
H 0.783 -17.157 12.524
H 0.464 -17.232 10.822
H 0.052 -15.715 11.688
H -6.103 -16.336 15.859
H -7.208 -17.773 15.492
H -5.484 -17.856 15.697
H -7.556 -15.384 13.708
H -7.065 -16.005 12.205
H -8.150 -16.987 13.178
H -4.996 -18.818 13.061
H -6.709 -18.776 12.816
H -5.747 -17.801 11.809
I -2.879 -8.328 7.861
C -3.269 -9.471 9.605
C -4.097 -8.971 10.572
C -4.555 -9.721 11.627
I -5.997 -8.945 12.992
C -4.086 -11.049 11.788
O -4.611 -11.814 12.666
C -3.196 -11.619 10.736
C -2.757 -13.086 10.738
N -2.172 -13.477 12.016
C -0.956 -12.808 12.374
C -1.211 -11.530 13.222
C -0.681 -10.275 12.851
C -1.164 -9.132 13.590
C -2.042 -9.356 14.658
C -2.239 -10.637 15.076
N -1.892 -11.703 14.333
C -2.730 -10.732 9.692
H -4.398 -7.917 10.429
H -2.143 -13.287 9.821
H -3.610 -13.726 10.661
H -1.984 -14.470 11.912
H -0.403 -12.551 11.489
H -0.468 -13.449 13.115
H 0.104 -10.305 12.161
H -0.996 -8.140 13.118
H -2.580 -8.516 15.139
H -2.718 -10.853 16.002
H -1.935 -11.016 9.050
O -8.238 -12.679 15.905
C -7.130 -12.898 15.516
O -6.710 -13.584 14.491
C -5.748 -12.438 16.451
O -5.886 -11.773 17.462
O -4.651 -12.767 15.809
N -13.452 -11.073 8.677
C -12.765 -11.309 9.586
C -11.890 -11.591 10.663
C -12.184 -12.309 11.898
C -11.156 -12.730 12.782
C -9.891 -12.246 12.556
N -9.627 -11.523 11.423
C -10.543 -11.257 10.500
H -13.208 -12.606 12.084
H -11.524 -13.264 13.622
H -9.059 -12.475 13.162
H -10.155 -10.645 9.698
B -6.828 -13.352 8.983
C -6.089 -13.691 10.305
N -5.670 -14.045 11.332
H -7.675 -14.200 8.783
H -7.553 -12.423 9.416
H -6.046 -13.137 8.116
```

Results of the Mulliken charge analysis, in e, for atoms 1 through 4: atom 1 (La): 1.774, atom 2 (C): -1.161, atom 3 (C): 1.316, atom 4 (C): -1.802

> The highest total energy belongs to which entry?

C4H6BiO3